Entry A
This record from OMol25 describes a 2-piece molecular cluster, C3H7N2O2P overall. The level of theory is ωB97M-V/def2-TZVPD.

The geometry in XYZ format:
```
15
Properties=species:S:1:pos:R:3:mulliken_charge:R:1
C 0.28 1.32 -0.81 -1.043
H 0.58 -0.60 -1.78 0.326
H -0.25 1.75 0.05 0.288
N 1.53 -2.49 2.30 -0.497
C 0.24 -0.18 -0.90 -0.080
H 1.58 -2.43 3.25 0.263
H -3.90 -1.53 0.88 0.239
O -0.23 -3.33 0.97 -0.404
C 0.62 -2.89 1.62 0.671
H 1.29 1.83 -0.62 0.323
N -3.27 -1.27 0.13 -0.503
P -1.84 -0.94 0.66 0.251
H -0.15 1.73 -1.62 0.340
O -1.05 -0.63 -0.74 -0.216
H 0.99 -0.77 -0.21 0.043
```

The orbital gap comes out at 10.0 eV. The SMILES is [H]/N=P/OCC.N=C=O.

Entry B
This record from OMol25 describes C3H7N2O2P as an isolated structure. The level of theory is ωB97M-V/def2-TZVPD.

The geometry in XYZ format:
```
15
Properties=species:S:1:pos:R:3:mulliken_charge:R:1
H 2.14 -0.58 -1.19 0.286
H -0.88 -1.59 1.60 0.204
H 3.44 0.38 -0.46 0.344
H 2.66 -0.90 0.47 0.261
N -0.53 -0.98 0.88 -0.578
H -1.90 -1.38 -1.62 0.325
O -2.46 -0.82 -1.09 -0.532
H -3.33 1.10 0.30 0.332
H 1.75 1.41 1.13 0.331
N -0.81 1.11 -0.70 -0.556
C 2.49 -0.12 -0.27 -0.979
C 0.37 1.14 -0.33 0.473
O -2.80 0.57 0.90 -0.502
C 1.46 0.82 0.27 -0.217
P -1.61 -0.15 0.13 0.810
```

The orbital gap comes out at 9.3 eV.

Which of them is the least stable? Correct choice: entry A.

Entry A
This record from OMol25 describes an isolated ion of composition C5H6NO and charge +1. The level of theory is ωB97M-V/def2-TZVPD.

The geometry in XYZ format:
```
13
Properties=species:S:1:pos:R:3:mulliken_charge:R:1
C 1.62 1.03 0.00 -0.149
H 3.21 -0.61 0.15 0.422
O -1.25 -0.57 0.04 -0.191
H 2.32 1.82 0.14 0.426
H -2.92 -0.26 -0.77 0.354
H -2.43 1.37 -0.11 0.336
C -0.07 -0.30 -0.05 0.911
H -2.88 -0.04 0.83 0.354
H 1.04 -2.22 -0.01 0.476
N 0.36 1.03 -0.06 -0.426
C 1.20 -1.21 -0.10 -0.613
C 2.20 -0.31 -0.01 -0.239
C -2.40 0.27 -0.04 -0.660
```

The net charge is +1. The orbital gap comes out at 8.5 eV. The SMILES is COC1=[N+]=CC=C1.

Entry B
This record from OMol25 describes C5H6NO as an isolated structure. The level of theory is ωB97M-V/def2-TZVPD.

The geometry in XYZ format:
```
13
Properties=species:S:1:pos:R:3:mulliken_charge:R:1
H -1.32 -0.93 -3.02 0.391
H -2.58 -1.57 -0.81 0.354
C -1.59 -0.98 -0.75 -0.140
N -1.09 -0.62 0.30 -0.381
C 0.31 0.38 -0.37 0.894
H 0.64 0.61 -2.66 0.377
H 1.90 0.69 2.46 0.249
C -0.98 -0.51 -2.04 0.051
H 0.22 1.15 2.17 0.359
C 0.91 0.43 1.84 -0.597
H 0.55 -0.64 1.96 0.357
O 1.15 0.72 0.45 -0.163
C 0.08 0.25 -1.79 -0.751
```

The net charge is +1. The orbital gap comes out at 8.6 eV.

Which of them is the least stable? Correct choice: entry B.

Entry A
This record from OMol25 describes an isolated ion of composition C7H14N3 and charge +1. The level of theory is ωB97M-V/def2-TZVPD.

The geometry in XYZ format:
```
24
Properties=species:S:1:pos:R:3:mulliken_charge:R:1
H 0.46 -0.99 3.12 0.444
N -1.11 -0.23 2.01 -0.041
H -0.25 -1.60 -1.86 0.483
C 2.12 -0.39 -1.66 -1.491
H 2.86 0.08 -0.98 0.392
H -1.20 0.65 3.82 0.362
H -2.73 0.24 2.96 0.366
C -1.81 -0.09 3.22 -0.938
H 2.27 -1.54 -1.61 0.336
N 0.38 -0.45 -0.03 0.549
C -0.33 -0.61 -2.19 -1.657
C 0.61 1.59 -1.41 -1.585
H 1.41 2.17 -0.95 0.380
H -1.90 -1.06 3.66 0.365
C 0.31 -0.57 2.16 -0.127
C 0.70 0.05 -1.21 1.395
H 0.00 -0.52 -3.30 0.351
H 2.38 -0.08 -2.65 0.440
H -0.31 1.85 -1.06 0.499
H 0.54 1.89 -2.52 0.352
H -1.23 -0.25 -1.98 0.512
N 0.88 -0.61 1.06 -0.778
H -2.51 0.31 0.50 0.416
C -1.55 0.15 0.89 -0.025
```

The net charge is +1. As for the spin multiplicity: 3. The orbital gap (spin up / spin down) comes out at 7.2 / 6.7 eV.

Entry B
This record from OMol25 describes a 2-piece molecular cluster, C7H14N3 overall. The level of theory is ωB97M-V/def2-TZVPD.

The geometry in XYZ format:
```
24
Properties=species:S:1:pos:R:3:mulliken_charge:R:1
C -1.38 -1.50 0.67 -0.603
N 1.07 0.55 0.04 -0.039
H -2.60 2.54 -1.28 0.315
H 0.38 -1.33 -1.67 0.394
C -2.41 0.56 -0.41 -0.275
N 2.04 1.22 0.68 -0.005
C 3.25 0.53 0.73 -0.431
H -0.46 -1.77 -0.11 0.095
H -2.34 0.14 -1.37 0.287
H -2.09 -2.18 0.05 0.332
C 2.96 -0.75 0.28 -0.602
H 1.71 2.05 1.02 0.144
H 3.50 -1.68 0.11 0.340
H 1.44 -2.50 -1.02 0.264
H -3.44 0.55 0.02 0.318
H -1.60 2.68 0.15 0.287
C 1.57 -0.64 -0.12 0.509
N 0.86 -1.67 -0.83 -0.314
C -1.54 -0.14 0.64 -0.274
H -1.06 -2.06 1.62 0.326
H -0.90 1.83 -1.24 0.259
H 4.11 1.15 1.21 0.378
C -1.81 1.94 -0.67 -1.069
H -1.27 0.50 1.53 0.363
```

The net charge is +1. As for the spin multiplicity: 3. The orbital gap (spin up / spin down) comes out at 7.1 / 6.3 eV.

Which of them is the least stable? Correct choice: entry A.